Record 1
The following is a DFT calculation (wB97M-V/def2-TZVPD) of a structure of composition C4H6O2Pd.

Each line ends with the Löwdin spin population.
Geometry (Å):
O  -0.2519  0.4557  0.1624  0.10
C  0.8801  0.0457  -0.1552  0.16
O  1.2677  -0.7312  -1.1046  0.29
C  -1.4491  -0.3964  -0.0426  0.01
C  -2.6668  0.4555  0.1727  0.00
H  -1.3743  -0.7801  -1.0660  0.01
H  -1.3766  -1.2204  0.6751  0.00
H  -2.7421  1.2398  -0.5907  0.00
H  -3.5474  -0.1953  0.0907  0.00
H  -2.6655  0.9092  1.1718  0.00
Pd  3.0535  0.6998  0.0660  0.98
C  2.2025  -0.6640  0.1829  0.40
H  2.1125  -1.5500  0.8196  0.05

E_LUMO (alpha / beta): -0.41049 / -0.52978 Eh
HOMO-LUMO gap (alpha / beta): 9.03 / 5.84 eV
HOMO level (alpha / beta): -0.7422 / -0.7446 hartree
2S+1: 3
<S²>: 2.0103
Energy relative to the best compared isomer or geometry (same formula, charge and spin): 191.33 kJ/mol
Net charge: +2

=====

Record 2
The following is a DFT calculation (wB97M-V/def2-TZVPD) of a cluster of 2 separate species, C4H6O2S in total.

Each line ends with the Löwdin charge.
Geometry (Å):
O  1.2786  -0.9812  2.2659  0.00
C  0.7355  0.3011  2.1324  -0.21
C  -0.3519  0.5935  1.3990  -0.57
S  -1.7984  0.9963  0.8218  0.77
H  0.7360  -1.6487  1.8683  0.07
H  1.3560  1.1506  2.3906  0.12
C  -0.0096  0.3803  -1.8938  -0.08
C  -0.5048  -0.7250  -1.0353  -0.46
O  0.1141  -1.4338  -0.3173  0.04
H  0.8902  0.8414  -1.6389  0.06
H  -0.7909  1.2067  -1.7337  0.08
H  -0.0795  0.1398  -2.9445  0.08
H  -1.5753  -0.8208  -1.3144  0.10

E_LUMO: -0.02495 Eh
HOMO-LUMO gap: 7.52 eV
SMILES string: OC=C=S.CC=O
HOMO level: -0.3015 hartree
Energy relative to the best compared isomer or geometry (same formula, charge and spin): 281.53 kJ/mol
Net charge: 0

=====

Record 3
The following is a DFT calculation (wB97M-V/def2-TZVPD) of a structure of composition C4H6O2Tl.

Each line ends with the Löwdin spin population.
Geometry (Å):
O  0.5485  0.7956  0.6390  0.02
C  1.8153  0.9660  -0.3543  0.00
Tl  3.3210  -0.8839  1.1242  0.00
O  2.8262  1.2789  0.2479  0.00
C  -0.7135  1.1916  0.3454  0.01
H  -1.2532  1.3966  1.2755  0.00
C  -1.3810  0.8722  -0.8066  0.00
H  -1.0000  1.2892  -1.7453  0.00
H  -1.2141  -1.1924  -0.5107  0.03
H  -2.4698  0.9256  -0.7640  0.00
C  -0.5101  -2.0532  0.0754  0.82
H  0.2259  -2.4270  -0.6448  0.06
H  -0.1951  -2.1591  1.1184  0.06

E_LUMO (alpha / beta): -0.03534 / -0.03745 Eh
HOMO-LUMO gap (alpha / beta): 6.64 / 6.56 eV
HOMO level (alpha / beta): -0.2792 / -0.2783 hartree
2S+1: 2
<S²>: 0.7541
Energy relative to the best compared isomer or geometry (same formula, charge and spin): 164.95 kJ/mol
Net charge: 0

=====

Record 4
The following is a DFT calculation (wB97M-V/def2-TZVPD) of a structure of composition C4H6O2Yb.

Each line ends with the Löwdin spin population.
Geometry (Å):
O  1.6564  -0.0912  -0.3778  0.04
C  0.3558  -0.1856  -0.8212  0.20
H  1.8596  0.9656  -0.2030  0.01
H  0.1708  0.5809  -1.5977  0.01
C  1.4705  2.6032  0.0700  0.01
C  0.2151  2.4733  0.5568  0.00
C  -0.2568  1.1878  1.2010  0.01
O  -0.6057  0.1484  0.2712  0.05
Yb  -1.0938  -2.2194  -0.2540  0.67
H  -0.5730  3.2347  0.4175  0.00
H  1.6221  3.5956  -0.3987  0.00
H  -1.1642  1.3406  1.8030  0.00
H  0.5334  0.8020  1.8653  0.00

E_LUMO (alpha / beta): 0.10667 / 0.07315 Eh
HOMO-LUMO gap (alpha / beta): 5.09 / 4.48 eV
HOMO level (alpha / beta): -0.0803 / -0.0916 hartree
2S+1: 2
<S²>: 0.7661
Net charge: -1

=====

Record 5
The following is a DFT calculation (wB97M-V/def2-TZVPD) of a structure of composition C4H6O2Yb.

Each line ends with the Löwdin spin population.
Geometry (Å):
H  -0.0773  0.7969  1.9825  0.01
O  -0.4751  -1.6976  1.9597  0.20
C  -0.1280  -0.7134  1.2151  0.39
C  -1.0017  0.4407  1.2613  0.12
C  -1.2299  1.6466  0.3664  0.01
C  -0.2973  1.9740  -0.7392  0.01
O  0.5569  1.2114  -1.1815  0.02
Yb  0.7691  -0.9273  -1.1449  0.23
H  -0.4607  -2.5460  1.4904  0.01
H  -1.9817  0.1204  1.6447  0.02
H  -1.2719  2.5473  0.9988  0.00
H  -2.2354  1.6314  -0.0922  0.00
H  -0.3134  3.0130  -1.1097  0.00

E_LUMO (alpha / beta): -0.55350 / -0.64476 Eh
HOMO-LUMO gap (alpha / beta): 9.41 / 6.13 eV
HOMO level (alpha / beta): -0.8993 / -0.8700 hartree
2S+1: 2
<S²>: 0.7630
Energy relative to the best compared isomer or geometry (same formula, charge and spin): 151.96 kJ/mol
Net charge: +3

=====

Record 6
The following is a DFT calculation (wB97M-V/def2-TZVPD) of the molecule C4H6O3Si.

Each line ends with the Löwdin charge.
Geometry (Å):
O  -0.0794  2.5736  0.1689  0.00
C  0.1245  1.2146  0.1724  -0.20
C  1.6060  0.5218  0.1182  -0.06
C  1.6381  -0.8583  -0.0315  -0.25
C  0.4497  -1.4963  -0.1044  -0.09
Si  -0.9494  -0.2529  -0.0329  0.32
O  -1.7783  -0.4883  -1.4018  -0.10
O  -1.8756  -0.4157  1.3191  -0.13
H  0.7006  3.0205  -0.1246  0.08
H  2.4351  1.2744  0.3193  0.11
H  2.7005  -1.1537  0.0750  0.11
H  0.5035  -2.5272  -0.1051  0.04
H  -2.7423  -0.5126  -1.5264  0.08
H  -2.7330  -0.9000  1.1539  0.09

E_LUMO (alpha / beta): 0.00538 / -0.00363 Eh
HOMO-LUMO gap (alpha / beta): 7.75 / 7.43 eV
SMILES string: OC1=CC=C[Si]1(O)O
HOMO level (alpha / beta): -0.2793 / -0.2768 hartree
Energy relative to the best compared isomer or geometry (same formula, charge and spin): 120.19 kJ/mol
Net charge: 0

=====

Record 7
The following is a DFT calculation (wB97M-V/def2-TZVPD) of a structure of composition C4H6O3Sn.

Each line ends with the Löwdin charge.
Geometry (Å):
C  3.2334  -0.8690  1.6340  -0.02
C  2.0572  -1.3679  1.7345  0.10
O  4.4623  -0.7868  1.7491  0.31
H  1.6350  -0.7007  0.8378  0.17
H  1.8835  -2.4434  1.6395  0.15
H  4.9361  -0.4228  0.9729  0.22
O  0.1475  -0.0067  1.3385  0.01
C  -0.7494  -0.6956  0.8930  -0.59
O  -2.0600  -0.2375  1.0434  -0.38
Sn  -2.0085  -2.2588  0.6672  1.61
C  -2.3376  1.1292  1.3858  0.03
H  -1.9382  1.3491  2.3822  0.12
H  -1.8715  1.7915  0.6474  0.13
H  -3.4249  1.2337  1.3696  0.12

E_LUMO: -0.35580 Eh
HOMO-LUMO gap: 8.13 eV
HOMO level: -0.6546 hartree
Energy relative to the best compared isomer or geometry (same formula, charge and spin): 279.65 kJ/mol
Net charge: +2

=====

Record 8
The following is a DFT calculation (wB97M-V/def2-TZVPD) of a structure of composition C4H6O3Yb.

Each line ends with the Löwdin spin population.
Geometry (Å):
H  3.9947  -0.6715  1.5298  0.04
C  4.4673  -1.1382  0.3525  0.20
H  5.0061  -1.0323  -0.6028  0.06
H  4.7845  -2.0848  0.8182  0.04
C  3.2519  -0.5625  0.4413  0.62
O  -1.3314  -1.1551  -0.8938  0.02
C  -1.8253  -0.0784  -0.4438  0.00
O  -1.0995  0.7211  0.2163  0.00
Yb  0.7845  -0.7814  0.0075  1.02
O  -3.0831  0.1804  -0.7092  0.00
C  -3.6261  1.4243  -0.2573  0.00
H  -3.5843  1.4810  0.8363  0.00
H  -3.0745  2.2619  -0.6987  0.00
H  -4.6649  1.4354  -0.5963  0.00

E_LUMO (alpha / beta): -0.38993 / -0.46985 Eh
HOMO-LUMO gap (alpha / beta): 7.59 / 5.40 eV
HOMO level (alpha / beta): -0.6687 / -0.6684 hartree
2S+1: 3
<S²>: 2.0067
Energy relative to the best compared isomer or geometry (same formula, charge and spin): 0.00 kJ/mol
Net charge: +2

=====

Record 9
The following is a DFT calculation (wB97M-V/def2-TZVPD) of a cluster of 2 separate species, C4H6O4 in total.

Each line ends with the Löwdin charge.
Geometry (Å):
C  -0.5905  1.0147  -0.9769  -0.08
C  -1.3775  1.3204  0.3261  -0.85
O  -2.5405  0.7962  0.3534  -0.17
O  -0.9450  2.2628  0.9585  -0.08
H  -0.7284  2.0712  -1.4498  0.10
H  -1.2266  0.1964  -1.3126  0.05
H  0.4228  0.8154  -0.6936  0.04
C  0.3821  -1.3935  0.4320  -0.06
C  1.8278  -0.9907  0.3615  -0.81
O  2.2625  -0.5190  1.3869  -0.07
O  2.5219  -1.2402  -0.7229  -0.20
H  0.2380  -2.3834  0.3654  0.01
H  -0.1466  -0.9099  -0.3959  0.03
H  -0.1003  -1.0404  1.3679  0.09

E_LUMO: 0.25676 Eh
HOMO-LUMO gap: 7.69 eV
HOMO level: -0.0260 hartree
Energy relative to the best compared isomer or geometry (same formula, charge and spin): 192.87 kJ/mol
Net charge: -2

=====

Record 10
The following is a DFT calculation (wB97M-V/def2-TZVPD) of the molecule C4H6O4.

Each line ends with the Löwdin charge.
Geometry (Å):
C  -0.0668  0.7358  -0.6844  -0.42
C  -0.4934  -0.3724  0.5496  -0.42
C  1.2581  0.4663  -1.1052  -0.04
C  -1.5543  -0.9693  1.1335  0.08
O  -0.1962  0.9837  0.7263  0.07
O  -0.9597  1.3092  -1.5297  0.09
O  0.8040  -1.2051  0.2678  -0.05
O  2.3307  0.8752  -0.4305  0.08
H  -1.8460  1.1495  -1.1649  0.12
H  1.1100  -1.7151  1.0357  0.10
H  2.0568  1.0039  0.4949  0.13
H  1.4582  0.1855  -2.1277  0.15
H  -1.7271  -2.0251  1.0120  0.05
H  -2.1742  -0.4221  1.8225  0.06

E_LUMO (alpha / beta): -0.00216 / -0.00226 Eh
HOMO-LUMO gap (alpha / beta): 7.50 / 7.49 eV
HOMO level (alpha / beta): -0.2777 / -0.2777 hartree
Energy relative to the best compared isomer or geometry (same formula, charge and spin): 576.37 kJ/mol
Net charge: 0

=====

Record 11
The following is a DFT calculation (wB97M-V/def2-TZVPD) of the molecule C4H6O4.

Each line ends with the Löwdin charge.
Geometry (Å):
O  -1.6822  1.9471  -0.3920  0.05
C  -1.1044  0.9168  -0.6519  -0.19
C  0.5927  0.7163  -0.1634  -0.29
O  1.4174  0.3669  -1.2504  -0.01
C  0.7105  -0.2189  1.0430  -0.04
C  -0.1410  -1.2445  0.4116  -0.41
O  0.1044  -2.1903  -0.2915  0.14
O  -1.6039  -0.8165  0.4969  -0.02
H  -1.2622  0.3126  -1.5563  0.13
H  0.7736  1.7494  0.1397  0.14
H  2.3453  0.3926  -0.9668  0.11
H  1.7132  -0.6133  1.2239  0.14
H  0.2365  0.1934  1.9347  0.14
H  -2.1000  -1.5115  0.0225  0.12

E_LUMO: 0.02043 Eh
HOMO-LUMO gap: 10.12 eV
SMILES string: O=C[C@H](O)CC(=O)O
HOMO level: -0.3513 hartree
Energy relative to the best compared isomer or geometry (same formula, charge and spin): 286.89 kJ/mol
Net charge: 0

=====

Record 12
The following is a DFT calculation (wB97M-V/def2-TZVPD) of a structure of composition C4H6O7Rb5S.

Each line ends with the Löwdin charge.
Geometry (Å):
Rb  -0.9685  3.2253  -3.1835  1.04
Rb  1.7937  -3.2053  -1.8468  1.06
Rb  -1.9671  0.5150  -6.2848  1.02
Rb  0.6608  -2.3808  -5.5902  1.04
Rb  2.2313  1.5904  -3.9974  1.05
S  -0.1034  -0.4776  -2.7454  0.12
O  0.0125  0.9453  -2.3391  -0.66
O  -0.3938  -1.2921  -1.5826  -0.37
O  -1.1514  -0.5871  -3.7932  -0.56
O  1.1905  -0.9189  -3.3717  -0.80
C  1.0822  -0.5201  3.5307  -0.01
C  0.2463  0.6122  3.0338  -0.27
C  -0.0624  0.6697  1.5245  -0.12
O  -1.4015  0.2728  1.3811  0.05
C  -2.0178  0.2613  2.6003  -0.56
O  -3.1542  -0.0222  2.7610  0.19
O  -1.1152  0.5018  3.5677  0.08
H  1.3958  -0.4378  4.5668  0.10
H  2.0005  -0.5902  2.9354  0.09
H  0.5619  -1.4656  3.3647  0.10
H  0.4744  1.6113  3.4021  0.16
H  0.5830  0.0143  0.9335  0.12
H  0.1025  1.6783  1.1332  0.12

E_LUMO: -0.36986 Eh
HOMO-LUMO gap: 5.83 eV
HOMO level: -0.5840 hartree
Energy relative to the best compared isomer or geometry (same formula, charge and spin): 21.28 kJ/mol
Net charge: +3

=====

Across the entries above, maximum force takes the values 11.847, 2.931, 4.050, 1.400, 2.696, 8.640, 5.726, 4.017, 3.921, 2.988, 3.806, 2.196 eV/A, respectively.